[1]
Entry from the OMol25 dataset: a molecular structure, C48H114B2Cl4F8N6O3Tl in a non-equilibrium geometry (ωB97M-V/def2-TZVPD).

As for the total charge: +3. Its total energy is -5312.65919 Eh. The calculation puts the largest force on an atom at 0.08319 hartree/bohr.

Atoms and positions in Å:
1 Tl 0.253 0.127 -0.466
2 C -3.361 1.521 3.823
3 C -4.002 2.768 3.295
4 N -5.442 3.086 3.839
5 C -6.158 4.222 3.015
6 C -6.239 1.746 3.771
7 C -6.355 0.969 2.411
8 C -5.444 3.565 5.318
9 C -4.586 4.862 5.587
10 O -3.202 4.613 5.397
11 C -2.261 5.590 5.172
12 H -3.908 0.647 3.469
13 H -3.386 1.320 4.894
14 H -2.316 1.464 3.519
15 H -4.200 2.726 2.224
16 H -3.579 3.773 3.316
17 H -5.647 5.182 2.946
18 H -7.108 4.464 3.491
19 H -6.298 3.779 2.029
20 H -7.215 2.085 4.118
21 H -6.100 1.083 4.625
22 H -7.264 0.383 2.278
23 H -5.631 0.169 2.254
24 H -6.281 1.635 1.552
25 H -5.282 2.832 6.108
26 H -6.506 3.798 5.395
27 H -4.643 5.232 6.611
28 H -4.984 5.618 4.911
29 H -1.381 5.032 4.852
30 H -2.096 6.160 6.087
31 H -2.616 6.339 4.464
32 C 1.588 -0.691 4.450
33 C 1.916 -1.878 5.315
34 N 1.468 -3.288 4.795
35 C 1.897 -4.321 5.796
36 C 0.006 -3.330 4.606
37 C -0.936 -3.116 5.848
38 C 2.200 -3.675 3.430
39 C 3.701 -3.598 3.478
40 O 4.078 -4.911 3.988
41 C 5.128 -5.638 3.424
42 H 2.137 -0.741 3.509
43 H 1.888 0.250 4.911
44 H 0.517 -0.545 4.308
45 H 1.417 -1.886 6.284
46 H 2.986 -1.845 5.516
47 H 1.777 -5.347 5.448
48 H 1.424 -4.244 6.775
49 H 2.935 -4.104 6.048
50 H -0.240 -4.318 4.217
51 H -0.185 -2.639 3.785
52 H -1.923 -3.415 5.496
53 H -0.820 -2.146 6.331
54 H -0.706 -3.832 6.638
55 H 1.788 -2.832 2.875
56 H 1.684 -4.603 3.182
57 H 4.203 -2.824 4.057
58 H 4.002 -3.509 2.434
59 H 5.283 -6.539 4.017
60 H 6.064 -5.090 3.527
61 H 5.002 -5.952 2.388
62 C -6.072 -7.556 -1.673
63 C -4.744 -6.900 -2.005
64 N -4.275 -5.764 -1.062
65 C -3.933 -6.444 0.275
66 C -2.972 -5.161 -1.666
67 C -1.814 -6.109 -1.822
68 C -5.348 -4.607 -0.884
69 C -4.873 -3.310 -0.286
70 O -4.363 -3.573 1.043
71 C -4.400 -2.451 1.928
72 H -6.083 -7.704 -0.593
73 H -5.947 -8.579 -2.027
74 H -6.912 -6.998 -2.088
75 H -4.739 -6.373 -2.959
76 H -3.956 -7.653 -1.995
77 H -3.110 -5.857 0.685
78 H -3.717 -7.503 0.135
79 H -4.762 -6.435 0.983
80 H -2.735 -4.284 -1.065
81 H -3.253 -4.680 -2.603
82 H -1.334 -6.394 -0.885
83 H -0.859 -5.686 -2.135
84 H -2.031 -6.992 -2.424
85 H -6.232 -4.988 -0.374
86 H -5.739 -4.429 -1.885
87 H -5.728 -2.646 -0.413
88 H -4.101 -2.830 -0.887
89 H -4.193 -2.612 2.986
90 H -5.380 -1.980 2.010
91 H -3.785 -1.684 1.458
92 C 4.214 0.377 -3.430
93 C 5.289 1.479 -3.049
94 C 4.725 2.906 -3.493
95 N 5.730 4.017 -3.657
96 C 6.105 4.309 -2.260
97 C 4.910 5.187 -4.250
98 C 5.798 5.709 -5.387
99 C 7.200 4.901 -5.394
100 C 6.819 3.609 -4.712
101 H 3.531 0.442 -2.583
102 H 4.719 -0.585 -3.521
103 H 3.624 0.738 -4.273
104 H 6.046 1.220 -3.789
105 H 5.875 1.475 -2.131
106 H 3.921 3.181 -2.810
107 H 4.191 2.744 -4.430
108 H 6.593 3.448 -1.802
109 H 5.231 4.691 -1.733
110 H 6.738 5.149 -2.546
111 H 4.704 5.963 -3.513
112 H 3.909 4.907 -4.578
113 H 6.140 6.737 -5.270
114 H 5.347 5.748 -6.378
115 H 7.945 5.567 -4.960
116 H 7.610 4.632 -6.367
117 H 7.564 2.992 -4.210
118 H 6.399 2.939 -5.462
119 C 2.305 6.339 0.453
120 C 0.902 5.600 0.459
121 C -0.093 6.303 -0.466
122 N -1.540 6.097 0.001
123 C -1.974 6.371 1.523
124 C -1.915 4.664 -0.428
125 C -2.246 4.667 -1.862
126 C -3.079 5.976 -1.873
127 C -2.447 6.927 -0.918
128 H 2.903 5.920 -0.356
129 H 2.750 6.002 1.389
130 H 2.354 7.417 0.295
131 H 0.557 5.602 1.493
132 H 1.077 4.574 0.137
133 H 0.113 5.966 -1.482
134 H -0.024 7.391 -0.444
135 H -1.599 7.377 1.709
136 H -1.542 5.616 2.181
137 H -3.057 6.477 1.579
138 H -2.773 4.233 0.088
139 H -1.060 3.990 -0.376
140 H -2.667 3.755 -2.286
141 H -1.344 4.805 -2.459
142 H -4.069 5.721 -1.494
143 H -3.258 6.460 -2.833
144 H -3.177 7.545 -0.395
145 H -1.872 7.720 -1.396
146 C 1.950 -4.786 -1.720
147 C 2.661 -4.938 -3.056
148 C 3.410 -3.763 -3.664
149 N 4.056 -3.969 -5.047
150 C 4.700 -5.450 -5.187
151 C 2.901 -3.943 -6.082
152 C 2.919 -2.578 -6.819
153 C 4.214 -1.891 -6.298
154 C 5.042 -2.947 -5.675
155 H 1.144 -4.059 -1.817
156 H 2.607 -4.511 -0.894
157 H 1.533 -5.766 -1.487
158 H 1.906 -5.343 -3.731
159 H 3.429 -5.689 -2.871
160 H 4.242 -3.613 -2.977
161 H 2.718 -2.920 -3.658
162 H 5.195 -5.494 -4.216
163 H 5.403 -5.420 -6.019
164 H 3.879 -6.157 -5.301
165 H 3.025 -4.865 -6.651
166 H 1.917 -3.972 -5.614
167 H 2.960 -2.715 -7.900
168 H 2.077 -1.923 -6.594
169 H 4.691 -1.265 -7.052
170 H 4.061 -1.091 -5.573
171 H 5.603 -3.502 -6.427
172 H 5.845 -2.646 -5.002
173 Cl 1.179 2.810 -2.248
174 Cl -0.018 -1.148 -3.604
175 Cl -0.422 -2.862 0.950
176 Cl 3.359 -0.854 0.637
177 B -2.960 0.831 -0.408
178 F -2.924 -0.190 -1.379
179 F -2.382 0.331 0.828
180 F -2.027 1.784 -0.809
181 F -4.176 1.478 -0.263
182 B 0.530 2.214 2.107
183 F -0.048 0.954 2.269
184 F -0.451 3.140 1.679
185 F 1.040 2.639 3.233
186 F 1.454 2.096 1.140

Here are the Mulliken charges for atoms 1 to 6, given in e: number 1, Tl, carries 1.2943; number 2, C, carries -0.8497; number 3, C, carries -0.1905; number 4, N, carries 0.1605; number 5, C, carries -0.8682; number 6, C, carries -0.6679



[2]
Entry from the OMol25 dataset: 2 unconnected molecules or ions with the total composition C11H20N4O5 in a non-equilibrium geometry (ωB97M-V/def2-TZVPD).

As for the total charge: 0. The SMILES is CNC(=O)[C@H](CO)NC(C)=O.C[C@H]1CNC(=O)NC1=O. The energy above the lowest of the compared OMol25 structures with the same formula, charge and spin comes out at 0.0 kcal per mole. Its total energy is -1026.46903 Eh. The calculation puts the largest force on an atom at 0.05610 hartree/bohr.

Atoms and positions in Å:
1 C -0.580 2.304 -4.988
2 N -1.192 2.081 -3.678
3 C -0.514 1.983 -2.529
4 O 0.714 2.044 -2.508
5 C -1.292 1.754 -1.211
6 C -0.419 0.979 -0.205
7 O -1.148 0.700 0.981
8 N -2.599 1.076 -1.323
9 C -3.709 1.560 -1.877
10 C -4.973 0.767 -1.642
11 O -3.738 2.576 -2.557
12 H -1.308 2.127 -5.779
13 H -0.222 3.333 -5.052
14 H 0.269 1.630 -5.122
15 H -2.203 2.114 -3.609
16 H -1.474 2.742 -0.788
17 H -0.102 0.037 -0.657
18 H 0.465 1.567 0.044
19 H -0.620 0.139 1.577
20 H -2.702 0.262 -0.737
21 H -4.862 -0.229 -2.068
22 H -5.157 0.694 -0.572
23 H -5.808 1.279 -2.119
24 C 1.943 -2.058 0.659
25 C 2.173 -2.468 2.124
26 C 3.662 -2.308 2.468
27 N 3.869 -2.356 3.908
28 C 3.003 -1.714 4.751
29 O 3.381 -1.420 5.862
30 N 1.741 -1.398 4.367
31 C 1.319 -1.641 3.095
32 O 0.248 -1.155 2.761
33 H 2.576 -2.653 -0.007
34 H 0.899 -2.223 0.374
35 H 2.180 -1.000 0.509
36 H 1.891 -3.516 2.254
37 H 4.238 -3.103 1.982
38 H 4.031 -1.347 2.091
39 H 4.822 -2.373 4.261
40 H 1.198 -0.786 4.959

Here are the Mulliken charges for atoms 1 to 6, given in e: number 1, C, carries -0.9395; number 2, N, carries -0.0442; number 3, C, carries 0.3046; number 4, O, carries -0.6809; number 5, C, carries 0.4304; number 6, C, carries -0.7290